C2H10NO2 | wB97M-V/def2-TZVPD

Frontier orbital gap: 10.54 eV
HOMO: -14.07 eV
Total charge: +1

Each line ends with the Löwdin charge.
Atoms and positions in Å:
O (-2.1924, 0.0485, -2.0337)  -0.09
O (1.9761, -2.7342, 2.1192)  -0.10
N (0.2832, 1.0214, -1.1558)  0.14
C (0.3932, 1.1903, 1.4115)  0.09
C (-0.1279, 0.7611, 0.2594)  -0.15
H (-0.0886, 1.8951, -1.5885)  0.18
H (-2.7104, -0.2656, -1.1651)  0.13
H (-1.0653, 0.2465, 0.0553)  0.09
H (0.0977, 0.6874, 2.2992)  0.07
H (1.3448, -3.0217, 1.4691)  0.01
H (2.5220, -3.4782, 2.5351)  0.09
H (-2.9085, 0.0932, -2.6695)  0.05
H (1.2098, 2.0088, 1.5533)  0.13
H (1.3433, 1.2346, -1.2571)  0.21
H (-0.0770, 0.3127, -1.8323)  0.14